{"formula": "C31H45INO20", "method": "ωB97M-V with the def2-TZVPD basis set", "fmax_ev_per_a": 3.3, "charge": -1, "homo_energy_ev": -4.557, "e_lumo_ev": 1.489, "orbital_gap_ev": 6.05, "multiplicity": 1, "species": ["C", "C", "N", "C", "C", "C", "C", "I", "C", "O", "O", "H", "H", "H", "H", "H", "H", "H", "H", "H", "C", "C", "C", "O", "C", "O", "O", "H", "H", "H", "H", "H", "H", "C", "C", "C", "O", "C", "O", "O", "H", "H", "H", "H", "H", "H", "C", "C", "C", "O", "C", "O", "O", "H", "H", "H", "H", "H", "H", "C", "C", "C", "O", "C", "O", "O", "H", "H", "H", "H", "H", "H", "C", "C", "C", "O", "C", "O", "O", "H", "H", "H", "H", "H", "H", "C", "C", "C", "O", "C", "O", "O", "H", "H", "H", "H", "H", "H"], "positions_angstrom": [[-6.38371, -4.61752, -1.07301], [-5.68380, -3.67392, -1.37926], [-4.80166, -2.60061, -1.58313], [-3.97169, -2.28922, -0.38486], [-2.51312, -1.79444, -0.70458], [-1.48410, -2.91493, -1.13671], [-1.68445, -3.43908, -2.63597], [-1.30402, -4.55706, 0.29570], [-4.69866, -1.05302, 0.36223], [-5.33770, -0.27825, -0.38643], [-4.57825, -0.86939, 1.65594], [-6.94650, -5.57092, -0.98136], [-4.25586, -2.70489, -2.43727], [-3.97351, -3.18873, 0.28877], [-2.51046, -0.92991, -1.43958], [-2.11404, -1.35486, 0.26491], [-0.46387, -2.41943, -1.13690], [-2.13143, -4.47583, -2.66643], [-0.68898, -3.44712, -3.18221], [-2.31392, -2.68167, -3.19992], [-8.09840, -1.28147, 1.36583], [-8.92778, -1.44084, 2.61975], [-8.14756, -1.95035, 3.79785], [-9.13839, -2.65892, 4.54824], [-10.08762, -3.06078, 3.66069], [-10.95425, -3.84730, 3.91172], [-9.92615, -2.45897, 2.45696], [-7.95330, -2.23856, 0.85912], [-8.61001, -0.62615, 0.65720], [-7.12107, -0.84040, 1.58401], [-9.43563, -0.50079, 2.86004], [-7.72261, -1.13988, 4.38948], [-7.34917, -2.64618, 3.52135], [-2.62206, 3.52746, -3.95203], [-1.77084, 2.81480, -2.92198], [-0.32388, 3.22577, -2.94058], [0.34102, 2.04934, -2.49112], [-0.45785, 0.99604, -2.81528], [-0.12333, -0.14968, -2.76606], [-1.68993, 1.41486, -3.20304], [-2.50538, 3.07988, -4.94172], [-3.67863, 3.44039, -3.69002], [-2.37757, 4.59058, -4.00765], [-2.20194, 2.93865, -1.92390], [-0.12519, 4.06125, -2.26906], [0.04270, 3.47723, -3.94127], [2.70069, 0.21363, -3.14188], [3.65967, 1.30043, -3.57739], [4.26214, 1.06762, -4.93451], [5.52869, 1.71080, -4.83094], [5.86969, 1.70119, -3.51566], [6.95740, 1.97882, -3.10069], [4.81752, 1.33510, -2.73546], [3.23501, -0.65880, -2.75718], [2.07114, 0.57573, -2.33433], [2.04903, -0.09771, -3.95940], [3.17050, 2.27880, -3.52532], [3.66641, 1.51579, -5.73026], [4.42241, 0.00884, -5.16127], [7.68499, 5.94392, -0.47650], [6.26009, 5.58158, -0.11460], [6.00264, 4.10165, -0.07140], [4.62811, 4.00935, -0.42274], [4.34032, 5.10110, -1.17819], [3.33551, 5.24087, -1.80845], [5.34706, 6.01564, -1.12668], [7.85003, 5.88240, -1.55449], [7.89489, 6.97549, -0.18502], [8.40477, 5.30024, 0.03344], [5.97685, 6.05732, 0.82994], [6.17564, 3.68542, 0.92162], [6.58955, 3.53611, -0.80275], [-7.90785, -5.11975, 5.38269], [-7.26713, -6.41877, 4.93761], [-7.24135, -7.47879, 6.00409], [-6.07985, -8.23179, 5.67275], [-5.24140, -7.39018, 5.00541], [-4.10112, -7.63231, 4.75865], [-5.87547, -6.23766, 4.65936], [-7.21255, -4.51476, 5.96962], [-8.18553, -4.52659, 4.51866], [-8.81139, -5.29837, 5.96938], [-7.75258, -6.78796, 4.02851], [-8.13031, -8.10997, 5.97620], [-7.12211, -7.07374, 7.01426], [11.77337, 2.53684, -0.17656], [12.27075, 3.80917, 0.47884], [12.76520, 3.61342, 1.88587], [12.49951, 4.87411, 2.49110], [11.45908, 5.42704, 1.81076], [10.84913, 6.38429, 2.17212], [11.20342, 4.74286, 0.66111], [10.75950, 2.29315, 0.14818], [11.73404, 2.66338, -1.26061], [12.43148, 1.69199, 0.03755], [13.03617, 4.28200, -0.14483], [13.83151, 3.38765, 1.91798], [12.21929, 2.83824, 2.43295]], "atomic_forces_ev_per_a": [[-0.37, -0.70, -0.53], [1.24, 0.79, -0.02], [-0.48, -1.99, 0.24], [-0.31, 1.11, 0.96], [0.07, -0.56, 0.98], [0.59, 1.39, -1.56], [0.23, 0.16, 0.21], [-0.08, 0.56, -0.50], [-0.48, 1.46, 2.11], [0.58, -0.75, 0.18], [0.26, -1.44, -2.96], [0.77, 1.58, 0.05], [-0.41, -0.05, 0.33], [0.28, 0.93, -0.50], [-0.07, -1.21, 0.52], [-0.63, -0.54, -1.03], [-1.20, -0.71, 0.29], [0.32, 1.27, -0.10], [-1.12, -0.19, 0.77], [0.58, -0.99, 0.65], [-0.25, 0.24, -0.32], [0.78, 0.38, -0.82], [0.47, 0.30, 0.23], [-0.66, 0.14, -0.28], [-0.47, -0.05, -0.21], [0.32, 0.18, 0.05], [-0.26, -0.38, 0.87], [0.13, -0.01, 0.22], [0.09, -0.04, 0.02], [0.01, -0.05, -0.03], [-0.06, -0.11, 0.12], [-0.08, -0.16, 0.08], [-0.04, 0.10, -0.14], [-0.52, -0.18, 0.00], [-0.52, 0.62, -0.35], [0.20, 0.55, 0.18], [-0.24, -0.35, -0.14], [-0.32, -0.63, 0.06], [-0.32, 0.45, 0.01], [0.68, -0.19, 0.21], [0.22, 0.06, 0.09], [0.08, 0.02, -0.04], [0.07, -0.07, 0.07], [0.09, -0.09, -0.02], [0.16, -0.17, 0.01], [-0.13, -0.03, -0.01], [0.21, 0.14, 0.50], [-0.90, -0.62, 0.11], [-0.25, 0.00, -0.47], [0.31, 0.02, 0.41], [0.23, 0.09, 0.40], [-0.40, -0.03, -0.13], [0.81, 0.36, -0.52], [0.12, 0.04, -0.27], [0.13, -0.13, -0.11], [0.06, 0.08, 0.04], [0.12, 0.01, 0.00], [0.20, 0.05, 0.00], [-0.06, 0.02, 0.13], [0.06, 0.53, -0.03], [0.90, 0.15, 0.03], [0.35, -0.52, 0.31], [-0.28, 0.44, -0.34], [-0.42, 0.06, -0.25], [0.32, -0.07, 0.19], [-0.56, -0.40, 0.05], [-0.11, -0.24, 0.08], [0.06, -0.10, 0.00], [-0.08, 0.02, 0.01], [-0.09, -0.06, -0.05], [-0.20, -0.04, -0.08], [0.02, 0.13, -0.02], [0.22, 0.00, -0.37], [-0.58, 0.69, 0.32], [-0.37, -0.32, 0.19], [0.25, 0.17, -0.13], [0.63, 0.13, -0.33], [-0.42, -0.02, 0.14], [0.22, -0.69, 0.17], [0.00, -0.21, 0.08], [0.05, -0.21, 0.14], [0.02, -0.03, -0.10], [0.08, -0.07, 0.05], [0.17, -0.09, 0.00], [-0.01, 0.12, -0.10], [-0.19, 0.12, -0.49], [-0.07, -0.83, -0.44], [0.44, -0.25, 0.22], [-0.33, 0.16, -0.20], [-0.37, 0.56, 0.12], [0.22, -0.34, -0.13], [0.22, 0.30, 0.50], [0.15, 0.02, 0.18], [-0.01, -0.07, 0.08], [0.01, 0.10, 0.04], [-0.02, 0.06, 0.11], [-0.06, 0.15, 0.12], [-0.05, 0.00, -0.14]]}